(1)
A molecular structure, C4H7NO at a distorted geometry, computed with ωB97M-V/def2-TZVPD.

Each line ends with the Mulliken charge.
Atoms and positions in Å:
1 C 1.638 0.684 -0.139  -0.82
2 N 0.318 0.182 -0.463  -0.03
3 C -0.987 0.736 -0.013  -0.47
4 C -1.487 -0.766 0.183  -0.50
5 C -0.104 -1.089 -0.194  0.55
6 O 0.423 -2.121 0.203  -0.63
7 H 1.690 1.045 0.898  0.30
8 H 2.351 -0.137 -0.252  0.33
9 H 1.925 1.495 -0.813  0.27
10 H -1.472 1.332 -0.812  0.26
11 H -0.887 1.364 0.875  0.23
12 H -1.042 -1.665 0.919  0.28
13 H -2.365 -1.060 -0.393  0.22

Output
energy above the lowest of the compared OMol25 structures with the same formula, charge and spin: 336.9 kJ/mol
gap between HOMO and LUMO: 10.5607 eV
E_HOMO: -9.612 eV
energy: -7796.15258 eV

***

(2)
A molecular structure, C4H7NO at a distorted geometry, computed with ωB97M-V/def2-TZVPD.

Each line ends with the Mulliken charge.
Atoms and positions in Å:
1 C 2.135 -0.149 0.153  -0.95
2 C 0.635 -0.216 0.047  0.64
3 N 0.052 0.796 -0.495  -0.55
4 C -1.354 0.869 -0.073  -0.27
5 C -1.639 -0.577 -0.194  -0.20
6 O -0.086 -1.217 0.511  -0.49
7 H 2.419 0.151 1.169  0.24
8 H 2.467 0.636 -0.533  0.31
9 H 2.631 -1.090 -0.078  0.30
10 H -1.459 1.239 0.961  0.22
11 H -1.875 1.576 -0.740  0.26
12 H -1.767 -0.858 -1.254  0.23
13 H -2.160 -1.162 0.528  0.25

Output
energy above the lowest of the compared OMol25 structures with the same formula, charge and spin: 240.2 kJ/mol
gap between HOMO and LUMO: 9.9082 eV
E_HOMO: -8.990 eV
energy: -7797.15459 eV

***

(3)
2 unconnected molecules or ions with the total composition C4H7NO, computed with ωB97M-V/def2-TZVPD.

Each line ends with the Mulliken charge.
Atoms and positions in Å:
1 C -0.244 -1.385 -1.010  -0.06
2 C 0.683 -0.644 -1.475  -0.36
3 N -0.713 -0.090 -1.608  -0.49
4 H -0.662 -2.179 -0.410  0.35
5 H 1.694 -0.284 -1.594  0.32
6 H -1.035 -0.285 -2.562  0.22
7 C -0.350 0.328 1.608  -0.96
8 C 0.549 1.161 0.729  0.21
9 O 1.757 1.138 0.796  -0.51
10 H -0.572 0.912 2.509  0.34
11 H 0.161 -0.590 1.911  0.26
12 H -1.294 0.103 1.101  0.30
13 H 0.026 1.813 0.003  0.37

Output
energy above the lowest of the compared OMol25 structures with the same formula, charge and spin: 461.9 kJ/mol
gap between HOMO and LUMO: 9.8359 eV
E_HOMO: -8.740 eV
energy: -7794.85762 eV
structure (SMILES): C1=CN1.CC=O

***

(4)
2 unconnected molecules or ions with the total composition C4H7NO at a distorted geometry, computed with ωB97M-V/def2-TZVPD.

Each line ends with the Mulliken charge.
Atoms and positions in Å:
1 C -0.371 -0.354 -0.085  0.48
2 C 0.386 0.988 -0.125  -0.45
3 C 0.507 -1.397 -0.660  -0.37
4 C 1.575 -1.771 -1.534  -0.34
5 H -1.991 0.307 1.092  0.24
6 H -0.888 -1.023 2.093  0.28
7 H -1.124 -0.243 -0.809  0.23
8 H 1.146 0.975 0.773  0.19
9 H 0.860 1.344 -1.108  0.32
10 H -1.180 1.599 1.030  0.23
11 H 2.619 -2.076 -2.021  0.32
12 N -1.323 -0.607 1.056  -0.60
13 O -0.216 2.259 0.298  -0.54

Output
energy above the lowest of the compared OMol25 structures with the same formula, charge and spin: 897.3 kJ/mol
gap between HOMO and LUMO: 9.3894 eV
E_HOMO: -9.412 eV
energy: -7790.34456 eV

***

(5)
C4H7NO in the gas phase, computed with ωB97M-V/def2-TZVPD.

Each line ends with the Mulliken charge.
Atoms and positions in Å:
1 C 1.111 1.358 -0.534  -1.41
2 C -0.012 0.346 -0.473  0.44
3 C 0.168 -1.013 -1.055  -0.73
4 N 0.025 -0.538 0.712  -0.23
5 C -1.167 -0.895 1.352  0.10
6 O -2.191 -0.265 1.271  -0.47
7 H 0.976 2.154 0.207  0.34
8 H 1.129 1.813 -1.530  0.34
9 H 2.077 0.874 -0.366  0.32
10 H -1.006 0.795 -0.524  0.39
11 H -0.837 -1.447 -1.198  0.18
12 H 0.756 -1.261 0.566  0.42
13 H -1.063 -1.804 1.968  0.33

Output
energy above the lowest of the compared OMol25 structures with the same formula, charge and spin: 427.3 kJ/mol
gap between HOMO and LUMO: 9.3455 eV
E_HOMO: -8.869 eV
energy: -7795.21607 eV

***

(6)
C4H7NO in the gas phase at a distorted geometry, computed with ωB97M-V/def2-TZVPD.

Each line ends with the Mulliken charge.
Atoms and positions in Å:
1 O -1.505 -1.127 0.926  -0.54
2 C -1.176 -0.115 -0.009  -0.18
3 C -0.535 1.212 0.431  -0.79
4 N 0.744 0.849 -0.395  -0.21
5 C 1.361 -0.466 -0.124  -0.44
6 C 0.074 -0.361 -0.884  -0.03
7 H -0.856 -1.080 1.643  0.37
8 H -2.085 -0.017 -0.618  0.35
9 H -0.294 1.339 1.495  0.16
10 H 0.575 1.830 -0.757  0.50
11 H 1.364 -0.742 0.931  0.20
12 H 2.257 -0.704 -0.693  0.29
13 H 0.077 -0.617 -1.945  0.31

Output
energy above the lowest of the compared OMol25 structures with the same formula, charge and spin: 612.5 kJ/mol
gap between HOMO and LUMO: 7.9130 eV
E_HOMO: -7.115 eV
energy: -7793.29636 eV

***

(7)
C4H7NO in the gas phase at a distorted geometry, computed with ωB97M-V/def2-TZVPD.

Each line ends with the Mulliken charge.
Atoms and positions in Å:
1 C 0.079 1.501 -0.089  -0.94
2 C 0.553 0.236 -0.045  0.70
3 C 2.020 0.034 -0.044  -0.17
4 O 2.846 0.887 -0.237  -0.47
5 N -0.204 -0.878 0.261  -0.34
6 C -1.640 -0.821 0.148  -0.98
7 H -0.948 1.758 0.097  0.30
8 H 0.780 2.317 -0.096  0.32
9 H 2.310 -1.037 0.010  0.28
10 H 0.260 -1.572 -0.385  0.29
11 H -1.982 -0.422 -0.816  0.37
12 H -2.030 -0.178 0.940  0.32
13 H -2.043 -1.826 0.257  0.33

Output
energy above the lowest of the compared OMol25 structures with the same formula, charge and spin: 187.8 kJ/mol
gap between HOMO and LUMO: 9.1486 eV
E_HOMO: -8.813 eV
energy: -7797.69777 eV
structure (SMILES): C=C(C=O)NC

***

(8)
C4H7NO in the gas phase, computed with ωB97M-V/def2-TZVPD.

Each line ends with the Mulliken charge.
Atoms and positions in Å:
1 C -1.424 -0.614 0.441  -1.10
2 C -0.190 -0.647 -0.377  0.23
3 C 0.211 0.432 -1.232  -0.39
4 N 0.641 1.271 -0.081  -0.55
5 C 1.473 0.754 0.811  0.15
6 O 1.638 -0.437 1.130  -0.59
7 H -1.170 -0.800 1.490  0.30
8 H -2.079 -1.437 0.123  0.37
9 H -1.952 0.338 0.355  0.32
10 H 0.397 -1.557 -0.341  0.31
11 H 1.021 0.197 -1.929  0.25
12 H -0.602 0.961 -1.734  0.29
13 H 2.036 1.540 1.344  0.41

Output
energy above the lowest of the compared OMol25 structures with the same formula, charge and spin: 333.4 kJ/mol
gap between HOMO and LUMO: 8.5875 eV
E_HOMO: -8.940 eV
energy: -7796.18863 eV

***

(9)
2 unconnected molecules or ions with the total composition C4H7NO at a distorted geometry, computed with ωB97M-V/def2-TZVPD.

Each line ends with the Mulliken charge.
Atoms and positions in Å:
1 C 1.624 -0.104 -0.633  -0.79
2 C 0.063 0.602 2.440  0.13
3 O 0.317 1.603 1.965  -0.13
4 C -0.760 -0.591 -0.280  0.02
5 C -2.011 -0.161 -0.080  -0.82
6 N 0.230 0.062 -0.997  -0.25
7 H 2.263 0.150 -1.484  0.28
8 H 1.810 -1.153 -0.384  0.30
9 H 1.933 0.508 0.226  0.25
10 H -0.445 -1.564 0.097  0.29
11 H -2.349 0.812 -0.431  0.22
12 H -2.737 -0.793 0.419  0.26
13 H -0.019 1.006 -1.263  0.23

Output
energy above the lowest of the compared OMol25 structures with the same formula, charge and spin: 170.9 kJ/mol
gap between HOMO and LUMO: 9.2137 eV
E_HOMO: -8.076 eV
energy: -7797.87281 eV

***

(10)
C4H7NO in the gas phase at a distorted geometry, computed with ωB97M-V/def2-TZVPD.

Each line ends with the Mulliken charge.
Atoms and positions in Å:
1 O 2.853 -1.668 -0.144  -0.40
2 C 1.991 -0.882 -0.344  0.06
3 N 1.149 -0.130 0.397  -0.01
4 C 0.244 0.473 -0.552  -0.56
5 C -1.325 0.432 0.874  -0.91
6 C -1.188 -0.058 -0.489  -0.18
7 H 0.927 -0.046 -1.459  0.33
8 H 0.962 -0.164 1.402  0.27
9 H 0.317 1.562 -0.618  0.26
10 H -1.249 -0.245 1.717  0.40
11 H -1.665 1.442 1.070  0.29
12 H -1.811 0.429 -1.244  0.23
13 H -1.204 -1.145 -0.610  0.23

Output
energy above the lowest of the compared OMol25 structures with the same formula, charge and spin: 499.2 kJ/mol
gap between HOMO and LUMO (spin up / spin down): 8.2540 / 8.0184 eV
E_HOMO (spin up / spin down): -8.107 / -7.824 eV
energy: -7794.47076 eV

***

(11)
A molecular structure, C4H7NO at a distorted geometry, computed with ωB97M-V/def2-TZVPD.

Each line ends with the Mulliken charge.
Atoms and positions in Å:
1 C 0.775 -0.590 0.611  0.36
2 C 1.218 -0.955 1.787  -0.55
3 C 1.249 -0.332 -0.754  -0.85
4 C -0.587 -0.273 0.142  -0.19
5 N -2.002 1.099 -0.954  -0.47
6 O -1.206 0.940 0.293  -0.22
7 H 0.423 -1.104 2.526  0.25
8 H 2.275 -1.141 2.154  0.27
9 H 1.530 0.569 -1.058  0.34
10 H 1.306 -1.078 -1.595  0.22
11 H -1.095 -1.170 -0.119  0.38
12 H -2.009 2.074 -1.076  0.24
13 H -2.852 0.609 -0.893  0.23

Output
energy above the lowest of the compared OMol25 structures with the same formula, charge and spin: 629.6 kJ/mol
gap between HOMO and LUMO: 8.9762 eV
E_HOMO: -7.936 eV
energy: -7793.11919 eV

***

(12)
C4H7NO in the gas phase, computed with ωB97M-V/def2-TZVPD.

Each line ends with the Mulliken charge.
Atoms and positions in Å:
1 C -1.564 -0.342 0.291  -1.31
2 C -0.292 -0.084 -0.506  0.29
3 C 0.636 1.124 -0.167  -0.51
4 C 1.690 0.066 0.202  0.35
5 O 2.843 0.068 0.555  -0.61
6 N 0.816 -0.945 -0.095  -0.13
7 H -1.890 -1.371 0.092  0.32
8 H -1.386 -0.255 1.370  0.35
9 H -2.393 0.318 0.012  0.33
10 H -0.506 -0.149 -1.581  0.22
11 H 0.955 1.782 -0.982  0.26
12 H 0.253 1.716 0.668  0.23
13 H 0.837 -1.926 0.141  0.21

Output
energy above the lowest of the compared OMol25 structures with the same formula, charge and spin: 74.1 kJ/mol
gap between HOMO and LUMO: 10.7143 eV
E_HOMO: -9.787 eV
energy: -7798.87641 eV
structure (SMILES): C[C@H]1CC(=O)N1